(1)
The following is a DFT calculation (the ωB97M-V functional and the def2-TZVPD basis) of C31H47AlCl51OS as an isolated structure at a distorted geometry.

## Properties
Charge: -1
Highest occupied orbital energy (eV): -4.462
E_LUMO (eV): 1.3
E (eV): -691031.823

Structure (XYZ):
```
132
C31H47AlCl51OS, DFT the ωB97M-V functional and the def2-TZVPD basis
Cl 4.7800 1.3095 2.8255
Cl 5.7327 -1.7052 -1.6201
Cl -4.7981 -0.7765 5.6258
Cl -5.8483 -8.5114 0.7557
Cl -3.8242 8.8260 2.6131
Cl 2.7450 9.6602 5.3871
Cl -5.0900 -8.8939 -2.0176
Cl -0.3183 5.6800 1.3657
Cl 2.1518 -6.9516 -10.3173
Cl -5.1148 7.3805 4.7801
Cl -0.7160 -6.5454 -10.5441
Cl -1.9055 -9.2047 -6.4590
Cl 4.8984 4.2104 2.7375
Cl 2.7818 -5.6792 -5.3280
Cl 1.7360 11.7201 3.6000
Cl -3.9055 5.9208 2.5804
Cl 4.5727 -2.7169 -4.0852
Cl 2.4814 2.8560 -3.6747
Cl 3.6349 12.4565 9.1062
Cl 1.7637 15.3218 4.1601
Cl 4.6133 2.1683 -7.3744
Cl 1.2045 13.0185 7.6139
Cl 4.6042 0.1353 -3.5826
Cl 2.7499 18.0310 4.4935
Cl -4.1872 -7.5124 -5.8519
Cl 0.6539 17.0221 6.2316
Cl 0.5252 -7.2774 -2.0374
Cl -4.9087 1.6347 -0.7842
Cl -4.0698 -3.4094 6.6107
Cl -1.8015 -8.4919 -3.1769
Cl 3.7280 14.1534 6.7451
Cl -4.2144 1.2605 -3.5816
Cl -2.8211 -0.2438 -1.5258
Cl 5.4621 -0.5580 -6.7908
Cl -0.1219 1.6369 -3.5093
Cl -2.0504 5.0595 6.1628
Cl 1.4984 8.9206 2.8765
Cl 1.2217 3.7513 2.8820
Cl 1.8205 4.1792 0.0791
Cl -2.0558 -7.1707 -0.6077
Cl -0.5007 7.3333 5.2335
Cl 3.6274 2.8649 4.9839
Cl 1.0878 -4.2675 -10.6371
Cl -3.6441 -10.2826 0.0996
Cl -5.8638 -3.1522 4.3444
Cl 0.9704 -4.0481 -6.9057
Cl 0.0872 -6.6102 -5.8501
Cl 5.8743 0.5640 -9.4403
Cl 0.7319 5.3454 6.9477
Cl 1.8905 0.4938 -5.2659
Cl -3.1890 -7.7238 -8.5646
S -4.7027 -3.8936 0.3384
Al -0.6924 -2.4992 2.1447
O -0.0808 -2.9002 -3.1612
C 1.4645 -2.0215 -1.4791
C 4.9129 2.7797 3.7821
C 0.8053 -5.8701 -9.9567
C 1.1911 0.4446 1.1361
C 2.9469 12.7713 7.5111
C -3.4462 -8.5780 -7.0451
C 5.4557 -1.3858 -3.3326
C -3.8076 7.3569 3.5939
C -2.5732 -3.1049 2.5619
C 2.0953 -0.6907 -1.0585
C 5.7986 0.9084 -7.7093
C -0.9793 -8.1178 -1.6605
C -2.8830 -4.6114 2.3730
C 1.2672 4.9283 1.5713
C 2.4807 10.1243 3.7013
C -0.4536 5.6197 5.6719
C -0.1751 0.5345 1.8275
C -4.3516 0.4832 -1.9992
C 1.3421 16.9721 4.6089
C -3.3857 -4.9736 0.9650
C 0.2439 -1.7813 -2.3375
C 1.1020 -5.1936 -5.5628
C 0.8092 -5.8191 2.0868
C -5.3418 -2.4379 5.8641
C -1.4258 -3.3476 -3.0720
C 1.3864 -4.6669 2.4999
C 0.7199 -3.5576 3.1991
C -5.2082 -9.6485 -0.4306
C 1.1066 0.2857 -0.3990
C 1.2341 1.9759 -4.5722
C -0.4231 -0.5905 2.8343
H -0.1468 5.0561 4.7988
H -1.9562 -5.1627 2.5472
H -2.6070 -5.0361 0.2058
H -2.8687 7.3234 4.1284
H 5.8600 2.7645 4.3037
H 0.4518 -0.9394 -2.9991
H -3.5943 -4.9477 3.1336
H -0.1613 1.4683 2.4021
H 2.9056 -0.8882 -0.3548
H -1.3136 -0.3332 3.4214
H 1.4792 -2.8178 3.4737
H 3.4442 10.1706 3.2118
H 3.1234 11.9022 6.8914
H 2.1835 -2.5574 -2.1084
H -3.9327 -2.9159 -0.1357
H 1.7474 1.3693 1.2984
H -0.5681 -1.4728 -1.6843
H -3.8476 -5.9623 1.0012
H -5.0884 -0.3056 -2.0766
H 2.5283 -0.2461 -1.9563
H 0.2540 -3.8737 4.1429
H -0.7270 -9.0439 -1.1606
H 0.4111 -0.5907 3.5447
H -2.7323 -2.8563 3.6159
H -0.9687 0.6542 1.0869
H 0.7332 -5.7681 -8.8806
H 0.0768 0.0420 -0.6379
H -0.0384 -6.2788 2.5859
H 0.5946 17.3313 3.9147
H 1.3248 1.2769 -0.7993
H 6.4209 -1.3127 -3.8167
H 0.8951 2.6044 -5.3848
H -3.2695 -2.4772 2.0040
H 1.2463 -2.6699 -0.6321
H -1.7370 -3.7114 -4.0535
H 2.4497 -4.5472 2.2910
H -2.1095 -2.5530 -2.7855
H -6.1864 -2.4201 6.5393
H -4.1121 -9.4136 -7.2129
H 6.7674 1.2782 -7.4016
H -0.3851 -2.4659 0.5584
H 1.9726 5.7040 1.8408
H 1.2366 -6.3559 1.2609
H -5.8941 -10.4812 -0.5043
H 0.7668 -4.6954 -4.6615
H 1.7801 -0.3539 1.5928
H -1.5216 -4.1676 -2.3537
```

(2)
The following is a DFT calculation (the ωB97M-V functional and the def2-TZVPD basis) of C31H47BrHoO2P2 as an isolated structure at a distorted geometry.

## Properties
Relative energy (zero: lowest compared OMol25 entry of this formula, charge and spin) (kcal/mol): 0.0
Charge: +1
Highest occupied orbital energy (spin up / spin down) (eV): -9.073 / -9.079
E_LUMO (spin up / spin down) (eV): -2.5 / -2.4
2S+1: 5
E (eV): -151415.293

Structure (XYZ):
```
84
C31H47BrHoO2P2, DFT the ωB97M-V functional and the def2-TZVPD basis
Ho -0.0739 -0.0492 0.6244
Br 1.8625 2.9900 4.2301
P 2.1918 0.6759 -0.4685
P -1.6193 -0.3919 -1.3553
O -1.6053 0.9103 2.0903
O 0.4840 1.6514 2.0024
C 1.0376 -0.4766 4.7951
C -1.7209 4.4318 5.8006
C 2.9625 -1.4768 2.5112
C -3.3596 -0.1499 -1.6991
C 1.3513 0.5981 -4.1396
C -2.3198 2.9441 3.9716
C 1.1617 -0.7268 -4.2786
C 0.6288 -1.2316 3.5863
C 0.8119 1.6698 -1.2873
C -0.9879 2.6703 3.6547
C 1.4943 -1.6690 2.5475
C -0.6192 -2.5736 2.2007
C -0.8133 1.3182 -5.4001
C 3.3121 -0.1217 -1.6095
C -0.3700 4.1505 5.5272
C -1.7186 -3.4336 1.7231
C -1.8204 -1.5704 4.2636
C 0.0075 3.2998 4.4699
C 0.7351 -2.5284 1.6854
C -0.6571 -1.7762 3.3689
C 0.6278 1.6575 -4.9386
C -1.6446 0.5475 -4.4200
C -0.4633 1.0002 -1.9125
C -0.7752 -1.9407 -1.8318
C 0.5241 -1.3324 -5.4857
C 1.2961 -3.4893 0.7050
C -0.9681 -1.7088 -5.3031
C 3.0899 1.9605 0.3741
C -1.7221 -0.7990 -4.3729
C -2.6882 3.8146 4.9971
C -0.6885 1.7107 2.5393
H -3.5535 -0.1063 -2.7732
H -3.7364 4.0177 5.1987
H 3.4545 -2.0933 3.2817
H -1.1450 1.8128 -2.2393
H 1.6820 -1.4489 -3.6444
H 0.5091 2.5095 -0.6398
H 2.1153 -3.0334 0.1197
H -1.3865 -2.7849 -1.4976
H -1.3276 2.2807 -5.5653
H 1.2445 -1.1682 5.6359
H 1.0740 -2.2481 -5.7458
H -2.3264 1.1799 -3.8399
H 1.3317 2.1041 -2.1459
H 3.6571 1.4953 1.1794
H -1.6569 -2.0361 5.2495
H 0.3916 4.6220 6.1588
H -3.8878 -0.9821 -1.2186
H 3.7912 0.6127 -2.2470
H -0.1181 0.4873 -2.8213
H 2.2408 0.9755 -3.6271
H -0.7924 0.8010 -6.3672
H 3.2195 -0.4260 2.7166
H -2.7224 -2.0037 3.8304
H -1.4783 -1.6883 -6.2775
H -2.5499 -1.2947 -3.8561
H 1.2331 1.8821 -5.8335
H 0.2488 -2.0710 -1.4180
H 3.7701 2.4438 -0.3244
H -2.0010 -0.4957 4.4322
H 3.3844 -1.7491 1.5392
H 0.6137 -0.6514 -6.3445
H -3.0983 2.4577 3.3820
H 0.5901 2.5972 -4.3736
H -3.6714 0.7899 -1.2038
H -1.0335 -2.7442 -4.9553
H -1.9896 5.0971 6.6237
H -2.6838 -2.9327 1.8689
H -0.6740 -1.9714 -2.9220
H 2.4345 2.6922 0.8372
H 4.0518 -0.6428 -0.9970
H 2.7953 -0.8709 -2.2107
H -1.6112 -3.6732 0.6603
H 0.5331 -3.8635 0.0037
H 1.7276 -4.3786 1.2089
H 1.9383 0.1275 4.6110
H 0.2363 0.2080 5.1158
H -1.7676 -4.3907 2.2695
```

(3)
The following is a DFT calculation (the ωB97M-V functional and the def2-TZVPD basis) of a 11-piece molecular cluster, C31H47Cl9O26S2 overall at a distorted geometry.

## Properties
Highest occupied orbital energy (eV): -10.479
E_LUMO (eV): -0.5
E (eV): -220515.723
SMILES: C[C@H]1COC(=O)O1.C[C@H]1COC(=O)O1.C[C@H]1COC(=O)O1.C[C@H]1COC(=O)O1.C[C@H]1COC(=O)O1.C[C@H]1COC(=O)O1.O=S1(=O)OCCO1.O=S1(=O)OCCO1.ClC(Cl)Cl.ClC(Cl)Cl.ClC(Cl)Cl

Structure (XYZ):
```
115
C31H47Cl9O26S2, DFT the ωB97M-V functional and the def2-TZVPD basis
Cl -8.1752 -1.8103 -7.5781
Cl -16.3854 -3.8333 0.4077
Cl -14.6130 2.2300 -5.0102
Cl -14.7379 0.4743 -7.3656
Cl -9.5067 -1.2765 -5.0593
Cl -12.3417 0.7130 -5.7303
Cl -7.5320 0.5602 -6.0425
Cl -18.0696 -6.1143 -0.0739
Cl -15.8275 -6.2670 1.8901
S -14.5524 2.1169 1.8663
S -11.3801 -8.1392 -5.4843
O -19.4346 -4.9138 -2.9709
O -17.9845 0.6863 -3.8702
O -14.1901 1.7331 3.1981
O -17.0497 -0.9927 -2.8134
O -11.0166 -2.4587 2.6011
O -11.3872 -6.6287 -4.9084
O -12.1289 -0.6002 2.4134
O -10.9375 -0.9594 4.2825
O -13.9645 1.3628 0.7772
O -15.0398 5.5703 -2.3541
O -20.1555 -4.2186 -4.9331
O -13.6810 -2.3120 -1.7987
O -16.2455 -5.8625 -6.5024
O -16.4983 3.9459 -1.9058
O -21.0274 -6.0789 -4.0320
O -13.9026 -4.5108 -1.9768
O -13.5807 -3.2641 -3.8505
O -16.8044 -0.8026 -5.0379
O -11.1270 -8.1255 -6.8962
O -12.9710 -8.3915 -5.1956
O -16.1588 2.1144 1.7360
O -14.7748 -4.1900 -6.5420
O -10.6105 -8.9805 -4.6163
O -14.2989 3.6930 -1.3948
O -16.5395 -4.0076 -7.7848
O -14.5511 3.7330 1.6993
C -16.7162 3.1684 2.4817
C -17.5549 -0.1652 -1.7505
C -18.5232 -3.8340 -3.3291
C -11.3409 -1.2836 3.2069
C -13.6117 5.6817 -2.3410
C -15.8363 -2.7951 -8.0175
C -20.2529 -5.1616 -4.0065
C -13.3059 -2.6158 -7.3962
C -15.3759 4.3535 -1.8970
C -8.8052 -0.5468 -6.5236
C -12.7137 -6.0823 -4.8569
C -12.4155 -0.2431 -2.2457
C -12.6795 -1.3638 1.3888
C -16.3925 0.2842 -0.9023
C -11.9630 3.8678 -1.8733
C -14.7483 -2.8027 -6.9117
C -13.4914 -1.2089 -2.6811
C -18.9274 -3.5174 -4.7758
C -13.7329 1.5391 -6.4246
C -13.1959 4.6228 -1.3567
C -18.2873 0.9794 -2.5264
C -12.5434 -3.8885 1.3641
C -11.7498 -2.6177 1.3796
C -16.4502 -5.5782 0.3645
C -15.9067 -4.7968 -6.9173
C -13.3071 -1.8787 -4.0383
C -17.2262 -0.3982 -3.9971
C -13.6785 -7.1760 -5.3091
C -15.7365 4.3345 2.2160
C -13.7391 -3.4549 -2.4869
C -17.0739 -4.2700 -3.1998
H -15.5994 0.6743 -1.5466
H -16.7831 -5.1650 -3.7431
H -14.4917 -0.7607 -2.6482
H -13.1802 -1.6559 -7.8945
H -17.9873 1.9591 -2.1542
H -13.7235 -1.6342 1.5611
H -16.1050 5.0298 1.4652
H -12.8684 -5.8819 -3.7954
H -15.4353 -2.8029 -9.0321
H -11.6675 3.0856 -1.1775
H -14.1015 -6.9319 -6.2870
H -13.2110 5.4122 -3.3183
H -13.4354 2.3715 -7.0498
H -11.4135 -0.6750 -2.2160
H -12.6096 -0.8157 0.4538
H -19.0503 -2.4509 -4.9608
H -13.2099 -3.9707 2.2253
H -13.3499 6.6674 -1.9632
H -16.5325 -3.3883 -3.5558
H -11.8627 -4.7451 1.4086
H -16.7198 1.1722 -0.3614
H -12.8083 -5.1269 -5.3644
H -13.1610 4.9540 -0.3155
H -16.5868 -2.0218 -7.8491
H -11.1200 -2.5498 0.4902
H -12.3947 0.5757 -2.9623
H -11.1766 4.6290 -1.9281
H -13.8820 -1.2904 -4.7526
H -14.9827 -2.1993 -6.0363
H -12.0945 3.4767 -2.8797
H -19.3354 0.9081 -2.2300
H -17.7196 3.4565 2.1802
H -16.8670 -4.3953 -2.1370
H -18.3211 -0.7391 -1.2311
H -15.5868 4.8767 3.1480
H -12.5861 -2.6835 -6.5807
H -18.2302 -3.8609 -5.5445
H -9.5173 0.0844 -7.0418
H -16.7514 2.9691 3.5525
H -18.7513 -2.9678 -2.7116
H -12.6344 0.2029 -1.2752
H -13.0844 -3.4159 -8.1018
H -15.9533 -0.4794 -0.2649
H -13.1443 -4.1225 0.4835
H -15.7627 -5.8738 -0.4210
H -14.5572 -7.1882 -4.6652
H -12.2795 -1.6448 -4.3343
```

(4)
The following is a DFT calculation (the ωB97M-V functional and the def2-TZVPD basis) of C31H47ClIrO2P2 as an isolated structure at a distorted geometry.

## Properties
Relative energy (zero: lowest compared OMol25 entry of this formula, charge and spin) (kcal/mol): 0.0
Charge: +1
Highest occupied orbital energy (spin up / spin down) (eV): -7.848 / -9.268
E_LUMO (spin up / spin down) (eV): -2.2 / -6.3
2S+1: 5
E (eV): -70931.270

Structure (XYZ):
```
84
C31H47ClIrO2P2, DFT the ωB97M-V functional and the def2-TZVPD basis
Ir 0.4030 0.0972 -0.3646
Cl -1.9332 -2.6290 9.1266
P -0.9441 -0.7855 -6.8047
P -0.7925 1.8986 -8.1009
O -1.5557 -2.4560 2.3867
O -3.3798 -3.7994 2.7408
C 1.0021 -0.9264 2.9305
C -1.4209 -1.5129 -2.2224
C -2.4003 -3.0893 3.0872
C 0.3006 0.3807 -2.4502
C -1.6221 3.2476 -9.0527
C -1.6645 0.6857 2.1920
C -2.2348 -2.9622 4.6130
C 0.2798 -2.0303 -0.3274
C -2.0200 -2.7710 7.4270
C 2.3407 2.7639 -0.3755
C 1.2931 -2.6910 -1.2082
C -0.8005 3.0513 0.1867
C 1.9715 0.7137 1.1823
C 1.7512 -1.7807 -2.3665
C -1.0840 -0.8344 -8.6652
C 0.8604 2.0262 -8.9362
C 0.8848 0.1675 1.9356
C -0.8721 -0.3539 -3.0754
C -2.6443 -3.8886 6.8334
C -1.4796 0.5400 -9.1866
C -1.6776 -1.8192 5.2236
C -1.5107 -1.7412 6.6153
C 0.0765 1.9683 0.7083
C 1.4866 1.8396 0.4361
C -2.7154 -3.9929 5.4393
C -0.9473 -1.4277 -0.7830
C 0.2872 -2.1408 -6.6842
C 3.3804 0.2188 1.2413
C -0.3067 0.9229 1.6287
C 1.5213 -0.2965 -2.1373
C -2.5422 -1.6563 -6.4808
H 0.7211 1.9860 -10.0265
H -1.2698 4.2248 -8.6928
H -1.7817 2.6606 -0.0784
H -2.6343 -1.8906 -5.4134
H -0.9455 3.8467 0.9241
H 0.9123 -3.6634 -1.5637
H 2.1732 -2.9352 -0.6034
H 3.9479 0.4825 0.3391
H -2.5156 -1.4491 -2.1908
H -3.0685 -4.6605 7.4627
H -0.0361 -2.9937 -7.2885
H -0.6119 -0.6987 -4.0896
H 0.9666 -0.5185 3.9524
H -1.2143 -2.4980 -2.6696
H -1.3805 3.1178 -10.1172
H -1.9348 -0.3792 2.0479
H 2.8287 -1.9144 -2.4937
H 0.4166 -2.4387 -5.6386
H 1.5140 1.2076 -8.6045
H 0.4042 1.4393 -2.7198
H 0.1723 -1.6352 2.8215
H 1.2474 -1.7721 -7.0650
H 3.9081 0.6540 2.1021
H 3.1304 2.1982 -0.8824
H -2.7073 3.1626 -8.8943
H 0.2077 -2.4249 0.6955
H -1.0289 -0.8858 7.0762
H -1.7238 0.8774 3.2742
H -3.3782 -1.0005 -6.7661
H 1.3086 -2.0969 -3.3238
H 2.8461 3.5052 0.2590
H -3.2014 -4.8622 4.9923
H -1.4023 -0.9566 4.5973
H -0.3166 3.4832 -0.6901
H 3.4047 -0.8679 1.3830
H -1.8526 -1.5725 -8.9197
H -2.4211 1.3058 1.6988
H 2.4268 0.3243 -2.1546
H -1.7386 -1.4349 -0.0199
H -2.5731 0.6589 -9.1901
H -1.1013 0.6990 -10.2016
H -2.5898 -2.5801 -7.0744
H 1.9493 -1.4579 2.8221
H 1.7549 3.3167 -1.1108
H 1.3238 2.9834 -8.6533
H -1.6799 0.3779 -3.2151
H -0.1290 -1.1737 -9.0894
```

Q: Among the records above, which one has the highest E?
A: C31H47ClIrO2P2